ORCA calculation (ωB97M-V with the def2-TZVPD basis set) on 2 unconnected molecules or ions with the total composition H4S4.

Computed properties:
Calculated total energy ... -1595.116805 Eh
ΔE to the lowest compared entry with this formula, charge and spin ... 6.1 kcal/mol
LUMO energy ... -0.12 eV
Gap between HOMO and LUMO ... 0.34842 Eh
Net charge ... 0

CARTESIAN COORDINATES (ANGSTROEM)
1 S -1.67 1.44 -1.87
2 S -1.68 3.53 -1.24
3 H -2.34 0.95 -0.81
4 H -0.64 3.47 -0.37
5 S 0.44 -2.23 0.95
6 S 2.23 -2.22 2.01
7 H 0.52 -3.30 0.13
8 H 3.15 -1.65 1.20